P | The following is a quantum chemistry calculation of 4 unconnected molecules or ions with the total composition C3H15NO3, from OMol25.

As for the SMILES: CCNC.O.O.O. The value obtained for the LUMO energy is 0.592 eV.

Geometry (Å):
C1 -1.953 -0.385 -0.313
C2 -1.213 0.018 -1.573
N1 0.184 0.356 -1.209
C3 0.944 0.999 -2.269
H1 -2.843 -0.993 -0.476
H2 -1.313 -1.061 0.261
H3 -2.239 0.456 0.299
H4 -1.192 -0.766 -2.315
H5 -1.719 0.866 -2.060
H6 0.101 0.935 -0.381
H7 0.317 1.667 -2.885
H8 1.283 0.238 -2.973
H9 1.801 1.516 -1.842
H10 0.608 -1.185 1.290
H11 1.777 -0.569 2.067
O1 0.943 -1.032 2.179
H12 0.771 1.573 5.531
H13 -0.558 2.029 4.934
O2 -0.106 1.888 5.770
H14 1.589 -2.921 -1.613
H15 1.022 -1.530 -1.279
O3 1.797 -2.099 -1.143

=====

Q | The following is a quantum chemistry calculation of 4 unconnected molecules or ions with the total composition C3H15NO3, from OMol25.

As for the SMILES: CC(C)N.O.O.O. The value obtained for the LUMO energy is 0.678 eV.

Geometry (Å):
C1 -1.651 -1.882 0.498
C2 -0.481 -0.897 0.734
C3 0.830 -1.665 0.800
N1 -0.613 -0.106 1.972
H1 -1.833 -1.997 -0.574
H2 -2.566 -1.362 0.776
H3 -1.381 -2.762 1.066
H4 -0.371 -0.219 -0.142
H5 1.639 -1.001 0.473
H6 0.754 -2.606 0.234
H7 1.088 -2.008 1.807
H8 -1.472 0.394 2.147
H9 -0.399 -0.768 2.708
H10 1.392 2.258 -1.999
H11 0.928 2.064 -0.505
O1 0.644 1.968 -1.437
H12 0.597 1.265 1.441
H13 2.149 1.425 1.148
O2 1.320 1.911 1.213
H14 -0.401 0.965 -2.847
H15 -0.207 -0.558 -2.818
O3 -0.408 0.172 -3.403

=====

Among the structures above, stability is smallest for P.